28
Properties=species:S:1:pos:R:3:forces:R:3 method="wB97M-V/def2-TZVPD" smiles="[H]/N=C(/C)N(C)N.CCCN" total_energy_ev=-12472.3838 relative_energy_kcal_mol=45.6 spin_multiplicity=1 orbital_gap_ev=9.8
H -1.3155 0.9267 -1.5544 -2.80 1.43 -1.22
N -2.4088 1.2628 -1.6127 2.34 -0.05 -0.49
C -2.7077 0.7498 -0.5099 1.20 -1.44 0.42
C -4.0480 0.6301 0.1360 0.13 0.41 0.03
N -1.5123 0.0848 0.0664 -0.47 -0.44 0.97
C -0.8769 0.8536 1.1338 -0.25 -0.08 -0.01
N -1.6912 -1.2655 0.4913 -0.15 0.12 0.08
H -3.9888 0.9368 1.1843 -0.08 -0.02 -0.04
H -4.7388 1.2777 -0.3981 -0.09 -0.02 0.07
H -4.4240 -0.3929 0.1037 0.08 -0.01 -0.05
H 0.1024 0.4246 1.3420 -0.08 0.02 0.02
H -0.7657 1.8816 0.7917 0.01 0.03 0.03
H -1.4858 0.8472 2.0481 0.02 0.07 0.12
H -1.9891 -1.8030 -0.3173 0.05 0.04 0.10
H -2.4195 -1.3398 1.2053 0.02 0.02 -0.03
C 3.8566 0.4262 -0.7611 -0.19 -0.01 -0.08
C 2.3808 0.1327 -1.0180 0.08 -0.32 0.07
C 1.8929 -1.1408 -0.3274 -0.07 0.08 -0.22
N 1.8680 -0.9782 1.1246 0.15 0.00 -0.04
H 4.4764 -0.4240 -1.0483 0.04 -0.05 0.01
H 4.0373 0.6444 0.2906 0.07 0.04 0.06
H 4.1839 1.2853 -1.3450 0.06 0.06 0.05
H 2.2165 0.0188 -2.0923 -0.02 0.05 -0.01
H 1.7701 0.9669 -0.6702 -0.07 0.05 -0.04
H 2.5135 -1.9914 -0.6565 -0.04 0.10 0.02
H 0.8705 -1.3473 -0.6523 0.02 0.02 0.06
H 1.3903 -1.7607 1.5596 0.20 0.10 0.03
H 2.8130 -0.9064 1.4861 -0.16 -0.18 0.11



19
Properties=species:S:1:pos:R:3:forces:R:3 method="wB97M-V/def2-TZVPD" smiles="CC(N)=O.N/C=C/N" total_energy_ev=-10844.0766 relative_energy_kcal_mol=26.2 spin_multiplicity=1 orbital_gap_ev=9.0
C 1.3015 -1.1421 -1.0685 0.12 0.07 0.28
C 1.4414 -1.0180 0.4298 0.60 -0.32 -0.23
N 2.3137 -0.0246 0.8596 -0.42 -0.33 0.18
O 0.8826 -1.7451 1.2193 -0.27 0.18 0.09
H 2.2938 -1.2935 -1.4931 0.04 -0.01 -0.13
H 0.8843 -0.2277 -1.4903 -0.05 -0.05 0.00
H 0.6838 -2.0048 -1.2840 -0.12 0.01 -0.09
H 3.1117 0.1616 0.2751 -0.03 0.20 -0.01
H 2.4896 -0.0985 1.8515 0.24 0.07 -0.04
N -3.0404 -0.2838 -0.0321 -0.18 -0.04 -0.02
C -1.7461 0.2335 0.3205 -0.23 -0.53 0.30
C -1.2673 1.2753 -0.3382 -0.23 0.07 -0.21
N -0.0137 1.8784 -0.2008 -0.12 0.00 -0.17
H -3.7003 -0.1338 0.7226 0.01 0.07 0.00
H -3.0199 -1.2875 -0.1706 0.14 0.02 -0.05
H -1.2169 -0.2666 1.1282 0.21 0.16 -0.03
H -1.9079 1.6589 -1.1262 0.12 0.23 0.00
H 0.5938 1.4405 0.4775 -0.04 0.20 0.14
H -0.0836 2.8778 -0.0804 0.20 0.00 -0.01



92
Properties=species:S:1:pos:R:3:forces:R:3 method="wB97M-V/def2-TZVPD" smiles="CCOCCPCCCCS(=O)(=O)Cl.O=C1C=CC(=O)C=C1.O=C1C=CC(=O)C=C1.O=C1C=CC(=O)C=C1.O=C1C=CC(=O)C=C1.O=C1C=CC(=O)C=C1" total_energy_ev=-99279.0168 spin_multiplicity=1 orbital_gap_ev=7.0
C -7.6218 -7.2973 3.3721 0.10 -0.05 0.06
C -7.3507 -8.4269 2.3984 0.41 0.44 0.13
O -6.5097 -8.0884 1.3026 -0.25 0.02 0.05
C -5.2555 -7.5343 1.6550 -0.08 -0.54 -0.87
C -4.1613 -8.1132 0.7278 0.11 0.74 1.01
P -2.7139 -8.9097 1.5853 0.39 -1.04 -1.10
C -1.3820 -7.6100 1.5086 -0.26 -0.05 0.69
C -0.9266 -6.9434 2.8161 -0.19 -0.50 -0.34
C -2.0240 -6.3672 3.6937 0.27 0.47 -0.26
C -2.7899 -5.1388 3.1755 0.33 -0.88 0.08
S -1.8319 -3.8395 2.4112 -0.35 0.87 0.81
O -2.5720 -2.6381 2.5587 -0.83 0.46 -0.34
O -0.4985 -3.7974 2.8994 0.66 -0.81 -0.29
Cl -1.8570 -4.2323 0.3933 0.09 -0.21 0.20
H -8.0734 -6.4372 2.8898 -0.14 0.10 -0.11
H -8.2875 -7.6770 4.1397 -0.27 0.04 0.13
H -6.7290 -6.9675 3.8908 0.26 0.09 0.03
H -6.8848 -9.2521 2.9406 -0.12 -0.28 0.06
H -8.3013 -8.7300 1.9789 -0.02 -0.33 -0.24
H -5.3168 -6.4565 1.5063 0.06 0.24 0.25
H -4.9949 -7.7623 2.6817 -0.12 0.04 0.39
H -3.7374 -7.2838 0.1707 0.16 0.04 -0.32
H -4.5840 -8.7934 0.0038 -0.22 -0.27 0.01
H -3.1099 -9.0218 2.9361 -0.09 0.58 0.03
H -0.5227 -8.1103 1.0818 0.23 -0.13 -0.10
H -1.6868 -6.8849 0.7678 -0.19 0.25 -0.15
H -0.4259 -7.7109 3.3994 0.11 -0.11 0.21
H -0.1643 -6.2115 2.5798 0.12 0.26 0.04
H -2.7664 -7.1399 3.8537 -0.23 -0.11 0.16
H -1.6046 -6.1245 4.6627 0.13 0.09 0.18
H -3.6119 -5.4333 2.5361 -0.01 0.22 -0.50
H -3.2306 -4.6221 4.0189 -0.07 0.34 0.12
O -0.7412 0.0027 -3.6508 -0.16 -0.08 0.16
C -0.1804 -1.0664 -3.5217 0.14 -0.04 -0.05
C 0.6127 -1.6500 -4.6295 0.02 -0.04 -0.06
C 1.2340 -2.8174 -4.4885 -0.03 0.04 -0.01
C 1.1591 -3.5808 -3.2188 0.06 -0.01 -0.02
O 1.7247 -4.6443 -3.0867 -0.01 -0.02 0.01
C 0.3640 -2.9930 -2.1110 0.01 0.05 -0.01
C -0.2577 -1.8262 -2.2511 -0.03 -0.01 0.06
H 0.6588 -1.0731 -5.5455 0.00 0.05 0.03
H 1.8207 -3.2618 -5.2819 0.02 -0.02 0.02
H 0.3242 -3.5633 -1.1929 0.06 -0.03 -0.01
H -0.8413 -1.3787 -1.4553 -0.01 0.02 -0.02
O 1.5617 1.5600 -6.6317 0.01 -0.01 -0.01
C 1.4423 2.5463 -5.9358 0.00 -0.02 0.01
C 2.2259 3.7779 -6.2110 0.03 0.04 0.00
C 2.0984 4.8575 -5.4445 0.04 -0.02 -0.03
C 1.1686 4.8728 -4.2873 -0.05 -0.03 0.03
O 1.0538 5.8598 -3.5899 0.12 0.00 -0.11
C 0.3885 3.6445 -4.0136 0.03 -0.03 -0.01
C 0.5134 2.5632 -4.7794 0.00 0.03 -0.03
H 2.8971 3.7435 -7.0599 -0.01 -0.03 -0.01
H 2.6580 5.7670 -5.6234 -0.02 0.02 0.03
H -0.2820 3.6792 -3.1636 0.00 0.03 0.00
H -0.0452 1.6537 -4.5991 0.03 0.06 -0.04
O 1.7924 8.9276 1.5125 0.04 0.01 0.06
C 0.8683 8.4009 0.9287 0.07 -0.02 -0.02
C 0.9825 7.9970 -0.4922 0.01 -0.01 -0.01
C -0.0313 7.4206 -1.1318 -0.06 0.09 -0.02
C -1.3196 7.1566 -0.4456 0.01 -0.01 -0.01
O -2.2455 6.6265 -1.0226 -0.02 -0.01 0.01
C -1.4370 7.5625 0.9787 0.02 0.02 0.05
C -0.4218 8.1390 1.6156 -0.06 -0.02 0.01
H 1.9325 8.1938 -0.9724 0.02 -0.01 0.04
H 0.0378 7.1185 -2.1676 -0.04 -0.02 0.08
H -2.3858 7.3613 1.4599 -0.01 -0.02 -0.03
H -0.4834 8.4418 2.6533 0.04 0.01 0.00
O 2.9771 3.5466 1.4570 -0.03 -0.05 0.14
C 2.9869 2.7482 0.5458 0.02 0.06 -0.05
C 2.6666 1.3168 0.7717 -0.01 -0.05 0.00
C 2.6927 0.4410 -0.2284 -0.02 0.01 0.05
C 3.0373 0.8594 -1.6099 0.00 -0.02 -0.03
O 3.0635 0.0532 -2.5163 -0.06 0.01 -0.06
C 3.3494 2.2930 -1.8369 -0.01 0.03 0.06
C 3.3271 3.1713 -0.8363 0.01 0.02 -0.12
H 2.4199 1.0328 1.7868 0.00 0.04 0.01
H 2.4683 -0.6090 -0.0869 0.01 -0.01 -0.04
H 3.5980 2.5755 -2.8526 0.00 -0.04 -0.01
H 3.5538 4.2226 -0.9720 -0.02 0.01 0.07
O 4.1562 6.5236 0.2841 0.01 -0.02 -0.08
C 4.7882 6.8894 1.2531 -0.07 0.02 0.02
C 5.7794 7.9885 1.1457 0.03 0.03 0.02
C 6.4816 8.3901 2.2006 0.00 0.01 -0.07
C 6.3018 7.7567 3.5305 0.01 0.01 0.06
O 6.9428 8.1244 4.4915 0.01 0.00 0.00
C 5.3096 6.6599 3.6378 -0.04 -0.02 -0.06
C 4.6037 6.2566 2.5842 -0.01 -0.01 0.05
H 5.8940 8.4372 0.1673 -0.04 -0.02 -0.01
H 7.2098 9.1890 2.1443 0.00 0.00 0.04
H 5.1947 6.2131 4.6170 0.02 0.02 0.02
H 3.8773 5.4564 2.6422 -0.01 0.01 -0.09